# 1
{"formula": "C23H28MoN4OSSi", "method": "ωB97M-V/def2-TZVPD", "elements": ["H", "H", "H", "H", "H", "H", "C", "H", "H", "H", "H", "S", "C", "C", "O", "H", "Mo", "C", "H", "C", "H", "H", "C", "N", "H", "H", "C", "C", "H", "H", "C", "H", "C", "C", "C", "C", "C", "C", "N", "N", "H", "H", "N", "C", "Si", "H", "C", "H", "C", "H", "H", "C", "H", "C", "C", "C", "H", "C", "H"], "positions_angstrom": [[0.4562, -4.3588, -2.8827], [3.7276, 3.1944, -3.8028], [-1.8958, -0.1608, -1.5521], [-1.2362, -4.4845, -2.4390], [-0.4155, 3.4792, -4.8749], [4.0054, -0.7366, 3.6171], [-0.5004, -3.8444, -2.9176], [0.4094, -0.3111, 4.8339], [-6.9973, -0.1705, 3.2593], [1.1220, -2.7609, -0.2237], [1.8908, -1.2833, 4.7658], [0.3193, 2.4304, -0.3636], [2.3035, 2.8789, -2.2422], [0.3837, 3.2987, -4.1714], [-1.4709, 0.2807, 0.7574], [3.0327, 2.7540, -1.4543], [0.3201, -0.1236, 0.2445], [3.8534, -0.4936, 2.5807], [-6.3067, -0.2211, 0.9022], [-2.0286, -1.1273, -2.0592], [3.1253, 0.2854, -1.0780], [-2.3694, -0.9268, -3.0694], [0.9402, 2.7901, -1.9195], [0.0372, 3.0588, -2.8957], [5.9228, -0.5473, 2.0443], [0.7255, -0.5531, -3.7131], [-1.8592, 0.1262, 1.9880], [-3.6642, 0.1704, 3.6950], [-2.9190, 0.2870, 4.4647], [5.4536, 0.0846, -0.3244], [-3.2610, 0.1165, 2.3544], [2.0019, 0.4688, 4.8590], [1.7052, 3.3048, -4.5345], [2.5496, -0.2798, 2.1190], [-5.5595, -0.1075, 1.6719], [4.6495, -0.0556, 0.3778], [3.3427, 0.0708, -0.0353], [-4.2246, -0.0044, 1.3435], [-0.9030, -0.0612, 2.8692], [2.2848, -0.0572, 0.7910], [-0.5241, -2.7601, 0.3748], [-2.8318, -1.6580, -1.5561], [0.2715, -0.1268, 2.2622], [1.4225, -0.3548, 4.4392], [-0.4178, -2.1623, -2.0676], [-0.7831, -3.7484, -3.9597], [-5.9528, -0.0746, 3.0032], [-5.3270, 0.1216, 5.0364], [1.3922, -0.2707, 2.9557], [1.9113, -1.4505, -2.8006], [1.0356, -0.1003, -2.0129], [2.6815, 3.1286, -3.5417], [-3.9128, -0.0454, 0.3091], [0.9456, -0.9566, -2.7299], [-5.0062, 0.0803, 4.0078], [4.9127, -0.3880, 1.7088], [-0.9421, 3.0844, -2.6183], [0.1855, -2.1903, -0.2310], [1.9856, 3.4645, -5.5621]], "forces_ev_per_a": [[0.160, 0.004, 0.062], [0.068, -0.010, -0.019], [-0.040, -0.161, -0.155], [-0.126, -0.038, 0.125], [-0.066, 0.016, 0.049], [0.036, 0.036, 0.209], [0.060, 0.618, 0.377], [0.119, -0.016, -0.040], [-0.068, 0.026, 0.012], [0.122, 0.170, 0.140], [0.033, -0.077, -0.034], [-0.237, -0.339, 0.507], [-0.386, -0.078, -0.029], [0.234, 0.082, -0.424], [-0.437, 0.462, -1.475], [-0.071, 0.012, 0.005], [-1.015, -0.500, -1.143], [-0.730, 0.156, -0.048], [-0.015, -0.004, -0.117], [0.653, -0.391, -0.094], [-0.077, -0.066, 0.140], [-0.030, 0.063, -0.247], [0.360, -0.001, -0.148], [0.257, -0.067, 0.174], [0.170, -0.010, 0.078], [-0.102, 0.301, -0.069], [0.571, -0.337, 1.777], [0.171, -0.024, -0.237], [0.051, -0.016, 0.129], [0.046, -0.053, -0.152], [-0.440, 0.081, -0.247], [0.040, 0.049, -0.044], [0.096, -0.005, 0.213], [0.892, -0.206, -0.682], [-0.172, -0.016, 0.066], [-0.004, -0.145, 0.418], [-0.110, 0.221, -0.380], [0.283, -0.010, 0.038], [-1.496, 0.033, 1.007], [1.795, -0.086, 0.747], [-0.032, 0.202, 0.328], [-0.112, -0.077, 0.183], [1.609, -0.362, 0.149], [-0.175, 0.009, -0.023], [0.123, 0.711, 0.305], [-0.079, 0.117, -0.235], [0.154, 0.029, -0.038], [0.027, 0.010, 0.120], [-1.340, 0.110, 0.204], [0.201, -0.004, 0.198], [0.102, -0.015, -0.441], [-0.317, 0.029, -0.246], [0.005, 0.031, -0.043], [-0.617, -0.555, 0.280], [-0.010, -0.017, 0.020], [-0.171, 0.159, -0.513], [0.157, -0.099, -0.050], [-0.074, -0.039, -0.605], [-0.046, 0.088, -0.086]], "lowdin_spin": [0.00, 0.00, 0.00, 0.00, 0.00, 0.00, 0.00, 0.00, 0.00, 0.01, 0.01, 0.06, 0.00, 0.00, 0.04, 0.00, 1.60, 0.02, 0.00, 0.00, 0.00, 0.00, 0.01, 0.00, 0.00, 0.00, -0.01, 0.00, 0.00, 0.00, 0.00, 0.01, 0.00, 0.02, 0.00, 0.02, 0.04, 0.00, -0.01, 0.03, 0.01, 0.00, -0.03, 0.02, 0.01, 0.00, -0.01, 0.00, 0.11, 0.00, 0.00, 0.00, 0.00, 0.00, 0.00, 0.03, 0.00, 0.02, 0.00], "s_squared": 2.041, "energy_ev": -52868.1523, "lumo_ev": [-7.234, -7.641], "homo_lumo_gap_ha": [0.243, 0.227], "total_charge": 2, "spin_multiplicity": 3, "e_homo_ev": [-13.85, -13.82]}

# 2
{"formula": "C23H28N2O3", "method": "ωB97M-V/def2-TZVPD", "elements": ["C", "H", "H", "H", "C", "C", "O", "C", "C", "H", "O", "H", "C", "H", "H", "C", "N", "H", "H", "C", "H", "H", "H", "N", "H", "C", "C", "C", "H", "H", "C", "H", "C", "C", "H", "C", "H", "H", "C", "C", "C", "C", "H", "H", "H", "H", "C", "H", "H", "O", "C", "C", "H", "H", "H", "C"], "positions_angstrom": [[5.5445, -2.2765, 1.7817], [-0.3386, -1.5534, -3.4857], [-2.2402, 0.8107, 1.5110], [-2.7268, -0.6283, -3.6818], [-3.7507, 1.1994, -1.9724], [-4.3629, 1.8245, -0.8958], [-4.3672, 2.1498, 1.5428], [-1.9635, -0.1886, -3.0372], [4.5359, -3.1297, 1.3560], [1.7102, -1.6363, -0.8815], [2.7262, 1.3203, -0.9250], [-1.4626, 0.5960, -3.6131], [-2.6050, 0.4325, -1.8266], [0.3458, 1.2703, -1.8896], [-1.8758, -2.3904, -0.1385], [5.5024, -0.9350, 1.3900], [-0.0556, -0.8143, -1.5687], [4.5595, -4.1686, 1.6535], [6.3789, 1.0141, 1.4337], [3.5017, -2.6793, 0.5596], [-6.2029, 4.4526, -0.9958], [2.7263, -3.3603, 0.2369], [4.4281, 0.5507, 0.2864], [2.3995, -0.9294, -0.6401], [6.5284, -3.8491, 2.8489], [-1.1294, -1.8163, 0.4039], [2.0914, 0.3037, -1.1051], [-3.8217, 1.6461, 0.3842], [-0.2370, -2.4249, 0.5273], [6.6138, 0.0768, 2.9138], [-2.6551, 0.9075, 0.5194], [-0.1023, 0.0544, 0.3053], [-0.7838, -0.5171, -0.3361], [0.8171, 0.2797, -1.9570], [-4.1908, 1.3389, -2.9482], [-5.7787, 2.2103, 1.5793], [-1.4722, -2.1420, -2.2656], [-1.5307, -1.5833, 1.3857], [6.5711, 0.0196, 1.8265], [4.4647, -0.4825, 0.5901], [-2.0349, 0.3042, -0.5636], [-0.9462, -1.2555, -2.6266], [6.6845, -2.2547, 3.5942], [-6.1924, 4.3394, 1.5960], [-6.1979, 1.3285, 1.0776], [-4.6383, 4.1990, -0.1876], [-5.6223, 3.7551, -0.3858], [7.5479, -0.3113, 1.4746], [1.1356, 0.1301, -2.9935], [-5.4673, 2.5950, -1.1787], [-6.3405, 3.4824, 0.9387], [6.6567, -2.7891, 2.6449], [-7.4092, 3.3442, 0.7736], [7.6202, -2.6445, 2.1569], [-6.0471, 2.1690, 2.6385], [3.4591, -1.3446, 0.1687]], "forces_ev_per_a": [[-0.028, -0.029, -0.010], [-0.068, -0.050, 0.058], [0.032, -0.021, 0.180], [0.024, 0.020, -0.046], [-0.071, 0.047, 0.259], [0.035, 0.089, -0.145], [0.378, 0.152, -0.284], [0.218, -0.123, 0.083], [0.016, 0.091, -0.009], [0.029, 0.213, 0.006], [0.126, 0.247, 0.000], [-0.011, -0.036, -0.075], [-0.047, 0.059, -0.015], [0.114, -0.051, 0.014], [-0.091, -0.068, -0.035], [-0.121, -0.204, -0.020], [0.050, 0.058, -0.108], [0.010, -0.095, 0.031], [0.032, 0.075, 0.001], [-0.067, 0.121, -0.073], [0.124, -0.030, 0.083], [-0.087, -0.073, -0.040], [0.004, 0.055, -0.016], [-0.154, -0.409, -0.032], [0.035, -0.058, 0.038], [0.143, 0.239, -0.066], [-0.300, -0.110, -0.165], [0.002, -0.121, 0.131], [0.103, -0.073, 0.047], [0.073, 0.049, 0.081], [-0.181, 0.128, -0.127], [-0.058, -0.032, -0.061], [-0.049, -0.287, 0.273], [-0.013, 0.096, 0.033], [-0.072, 0.053, -0.135], [-0.634, 0.065, 0.079], [0.010, -0.016, -0.092], [-0.089, -0.033, 0.111], [-0.037, -0.036, -0.014], [-0.026, 0.123, -0.048], [0.024, 0.141, -0.016], [-0.178, 0.004, -0.281], [0.084, -0.007, 0.103], [-0.046, 0.050, 0.021], [0.077, 0.075, 0.096], [-0.109, -0.048, -0.078], [-0.136, 0.529, 0.332], [0.114, 0.032, 0.018], [-0.030, 0.042, 0.020], [0.066, -0.485, 0.053], [0.447, -0.348, -0.239], [-0.032, 0.053, -0.035], [-0.054, 0.028, 0.033], [0.125, -0.024, 0.041], [-0.014, -0.054, -0.141], [0.307, -0.016, 0.180]], "nbo_charge": [-0.07, 0.20, 0.22, 0.22, -0.22, 0.23, -0.51, -0.44, -0.19, 0.43, -0.61, 0.21, -0.06, 0.21, 0.21, 0.09, -0.47, 0.21, 0.22, -0.24, 0.20, 0.20, 0.25, -0.62, 0.21, -0.60, 0.67, 0.23, 0.21, 0.21, -0.25, 0.21, -0.08, -0.32, 0.22, -0.06, 0.20, 0.22, -0.65, -0.27, 0.03, -0.21, 0.21, 0.21, 0.18, 0.18, -0.07, 0.21, 0.22, -0.51, -0.45, -0.63, 0.21, 0.21, 0.20, 0.15], "energy_ev": -33428.8485, "smiles": "Cc1ccc(NC(=O)CN2CCc3cc4c(cc3[C@H]2C)OCCCO4)cc1C", "lumo_ev": 0.778, "homo_lumo_gap_ha": 0.323, "total_charge": 0, "e_homo_ev": -8.02}

Which relative energy (zero: lowest compared OMol25 entry of this formula, charge and spin) belongs to each record? In order, 0.6394 0.8106 eV.